48
Properties=species:S:1:pos:R:3:forces:R:3 method="wB97M-V/def2-TZVPD" homo_lumo_gap_ha=0.2650 total_charge=+1 e_lumo_ev=-3.63 homo_ha=-0.398
C -2.61347 4.83416 1.45623 -0.42 -0.33 0.12
N -3.20796 4.79784 0.10281 1.09 1.18 0.31
C -4.24534 5.83512 -0.06503 -0.49 -0.43 0.04
B -2.43810 4.50551 -0.99870 -0.62 -0.10 -0.52
O -2.78443 4.64740 -2.31205 0.44 -0.12 0.26
S -0.65779 3.77150 -0.69711 0.31 -0.25 0.68
C -0.76349 2.24688 -1.66982 -0.19 -0.20 -0.24
C -1.85166 1.35891 -1.07199 0.06 -0.24 -0.02
C -1.68473 -0.08070 -1.58871 0.17 0.13 0.07
S -3.20851 -0.91343 -2.10158 -0.08 -0.26 0.07
H -1.81877 5.57338 1.54037 0.04 0.04 -0.03
H -3.38896 5.09724 2.17099 -0.04 -0.01 0.00
H -2.24920 3.85002 1.73908 0.13 0.00 -0.01
H -3.82265 6.82234 0.11343 0.06 0.04 0.01
H -5.04705 5.66509 0.65022 -0.01 -0.02 0.03
H -4.66601 5.79352 -1.06323 0.05 0.04 -0.08
H -3.32368 3.92829 -2.64159 -0.36 -0.03 -0.39
H 0.08672 4.53607 -1.50745 -0.15 0.17 -0.23
H 0.20705 1.76028 -1.61339 0.11 0.10 0.09
H -0.98041 2.50770 -2.70351 0.06 0.01 -0.03
H -2.84086 1.73218 -1.33769 0.00 0.17 0.03
H -1.78169 1.36648 0.01685 -0.08 -0.01 0.05
H -1.25112 -0.69133 -0.80022 0.10 -0.01 -0.03
H -0.98629 -0.09627 -2.42477 -0.01 0.00 -0.07
H -3.98890 0.16340 -2.15649 -0.10 0.16 -0.06
C 4.98155 -1.75993 2.03386 0.03 0.05 -0.08
O 4.21525 -2.33389 0.99821 -0.18 -0.10 0.15
C 4.65119 -3.62691 0.61007 0.12 0.11 -0.09
C 3.49170 -4.54092 0.29225 0.00 -0.04 -0.11
O 2.73527 -4.94737 1.41917 0.00 -0.11 0.02
C 1.83052 -4.03200 2.00286 0.02 0.06 0.11
C 0.56982 -3.79293 1.20560 -0.12 0.09 0.01
O 0.82001 -2.99073 0.06024 0.17 -0.09 -0.06
C -0.00203 -3.29186 -1.04020 -0.05 0.15 0.03
H 5.95777 -1.41768 1.67310 0.02 -0.03 0.03
H 4.42776 -0.90215 2.41327 0.02 0.02 -0.03
H 5.13535 -2.46675 2.85557 0.01 0.00 0.00
H 5.25804 -4.07986 1.40080 -0.02 0.00 0.04
H 5.27341 -3.54024 -0.29059 0.06 -0.06 0.04
H 3.92009 -5.46582 -0.10055 -0.02 0.00 -0.03
H 2.85875 -4.11147 -0.48711 -0.01 0.11 0.08
H 2.31510 -3.08489 2.25147 -0.01 0.03 -0.12
H 1.52333 -4.50615 2.93782 0.02 0.02 0.02
H -0.15452 -3.27976 1.85335 -0.05 -0.08 0.01
H 0.14155 -4.75657 0.90972 0.03 -0.01 -0.03
H -0.06085 -4.36781 -1.22900 0.00 -0.01 0.03
H 0.43772 -2.81111 -1.91462 -0.04 0.02 0.00
H -1.01945 -2.90480 -0.89193 -0.05 -0.15 -0.05



46
Properties=species:S:1:pos:R:3:forces:R:3 method="wB97M-V/def2-TZVPD" homo_lumo_gap_ha="0.1558 / 0.1578" total_charge=-1 e_lumo_ev="2.38 / 2.38" spin_multiplicity=6 homo_ha="-0.068 / -0.070"
Dy -0.15084 -1.33125 0.29209 -0.75 -5.09 3.22
Cl 0.28295 -1.85355 -2.06404 0.51 -0.53 -2.95
Cl -0.55377 -0.83620 2.52238 -0.84 0.82 4.22
H 1.43232 -1.71534 0.28677 5.85 -1.24 -0.24
H -1.59858 -1.09649 -0.41545 -5.74 0.87 -2.66
P 0.39489 0.90322 -0.30157 1.16 5.53 -1.73
C -0.44331 1.48534 -1.89230 0.34 0.24 0.20
C 0.07161 2.29763 0.89524 0.34 0.42 -0.58
C 2.20846 0.93114 -0.77756 -0.35 0.28 -0.20
C -1.84696 0.93234 -2.10166 -0.21 0.12 -0.13
H 0.19126 1.03947 -2.65905 0.14 -0.05 -0.03
C -0.45924 2.99890 -2.08915 0.06 0.07 -0.13
H -1.25574 3.46829 -1.51586 -0.11 0.03 0.13
H -0.65375 3.21602 -3.13980 -0.07 0.05 -0.12
H 0.47184 3.48962 -1.82678 0.14 0.05 0.04
H -1.82299 -0.10661 -2.40699 0.02 -0.13 0.21
H -2.33930 1.50190 -2.89144 -0.02 0.21 -0.21
H -2.46096 1.01353 -1.20760 -0.02 -0.06 0.03
H 2.18277 0.23897 -1.62198 -0.07 -0.06 0.00
C 3.13044 0.32913 0.27726 0.14 -0.02 0.36
C 2.76041 2.26181 -1.26518 0.12 0.12 -0.11
H 2.39537 2.53031 -2.25170 -0.14 0.07 -0.13
H 3.84699 2.19744 -1.33279 0.13 0.01 -0.05
H 2.53190 3.07714 -0.57929 -0.01 0.11 0.10
H 2.58203 -0.17222 1.06966 0.16 -0.16 -0.04
H 3.77171 1.07964 0.73081 0.10 0.39 0.07
H 3.77974 -0.40895 -0.19363 -0.05 -0.10 0.14
C -1.40288 2.32382 1.28352 -0.09 -0.04 0.02
H 0.28710 3.20486 0.33023 0.03 0.28 0.10
C 0.97513 2.29699 2.12128 0.06 -0.05 -0.02
H -2.02010 2.82318 0.54192 -0.04 0.03 -0.20
H -1.52003 2.86440 2.22340 -0.06 0.03 0.08
H -1.78914 1.31954 1.42089 -0.13 -0.13 0.13
H 0.95482 1.34748 2.64464 -0.03 -0.16 0.07
H 0.63280 3.06515 2.81602 -0.04 0.09 0.07
H 2.00382 2.53012 1.86545 0.23 -0.04 -0.11
C -1.86709 -5.34109 -0.15301 -1.24 -0.85 -0.50
S -2.07293 -3.88527 0.92818 3.63 -1.84 0.10
C -1.68064 -4.78005 2.46984 -1.08 -0.62 0.98
O -0.61791 -3.43205 0.72871 -1.49 -0.45 0.19
H -2.68078 -6.06794 0.04935 0.31 0.28 -0.19
H -0.88665 -5.83858 0.00737 -0.59 0.77 0.21
H -1.93903 -5.01860 -1.21236 0.07 0.06 0.73
H -0.71975 -5.33321 2.39241 -0.63 0.61 -0.40
H -1.61024 -4.05212 3.30456 -0.05 -0.23 -0.70
H -2.49574 -5.49784 2.69722 0.33 0.32 0.03



47
Properties=species:S:1:pos:R:3:forces:R:3 method="wB97M-V/def2-TZVPD" homo_lumo_gap_ha="0.2089 / 0.2137" total_charge=+2 e_lumo_ev="-7.88 / -7.75" spin_multiplicity=3 homo_ha="-0.498 / -0.498" de_lowest_ev=0.000
I 0.25090 -1.27556 -7.64382 0.00 0.56 0.02
I 0.25091 1.42384 -7.56670 0.00 -0.55 -0.04
Pr 0.24101 -0.64828 -0.72803 -0.04 -0.41 3.36
P -2.42548 0.15422 -1.20624 -1.21 0.00 1.00
C -3.35043 0.05760 -2.74652 0.11 -0.01 -0.28
C -3.02186 -1.28838 -0.17336 0.32 0.30 -0.36
H -4.11565 -1.21742 -0.03942 0.47 -0.09 0.00
H -4.11772 1.59320 -0.11901 0.27 -0.14 -0.10
H -2.53306 -1.28524 0.81917 -0.28 -0.02 -0.43
H -2.51792 1.67338 0.69504 -0.15 -0.02 -0.27
H -3.04289 -0.86612 -3.25446 -0.21 0.25 -0.07
H -2.78159 -2.22491 -0.70027 -0.20 0.11 0.19
C -3.03081 1.61547 -0.27425 0.29 -0.04 -0.19
H -4.43722 0.05827 -2.59853 0.27 0.02 0.01
H -2.77145 2.49754 -0.86464 -0.08 0.05 0.14
H -3.05015 0.92294 -3.35220 -0.21 -0.25 -0.04
P 2.90470 0.14328 -1.18064 0.95 0.06 0.97
C 3.83081 0.03598 -2.71879 -0.08 0.00 -0.15
C 3.52399 1.59615 -0.25208 -0.24 -0.14 -0.19
H 2.97970 -1.27552 0.84480 0.33 -0.04 -0.31
H 4.57929 -1.20935 0.00065 -0.51 -0.19 0.03
H 3.24564 -2.23467 -0.66393 0.25 0.12 0.23
C 3.48643 -1.29682 -0.13849 -0.31 0.41 -0.39
H 2.99184 1.66179 0.70627 0.24 0.04 -0.31
H 4.60642 1.52162 -0.08556 -0.26 0.02 -0.09
H 4.91237 0.03381 -2.53988 -0.23 0.01 -0.11
H 3.53994 0.90112 -3.32793 0.23 -0.23 -0.04
H 3.29255 2.48166 -0.85010 0.14 0.04 0.18
H 3.52331 -0.88639 -3.22616 0.23 0.20 -0.08
C 0.25806 -0.01204 -3.12723 0.00 0.79 -5.06
O 0.26314 0.08417 -4.27067 -0.01 -0.26 3.75
C -2.25985 0.34009 3.15226 -0.05 0.08 -0.30
Si -0.45065 -0.13943 2.92277 0.00 0.19 1.01
C 0.43460 0.44031 4.47978 0.30 0.02 0.17
C -0.34328 -2.01399 2.82916 0.12 -0.03 -0.08
C 0.43495 0.61093 1.41524 -0.67 -0.22 -0.96
H -2.65380 -0.10862 4.07961 0.25 0.10 -0.30
H -2.89987 -0.01250 2.33114 -0.01 0.23 0.30
H -2.37303 1.43225 3.25252 -0.01 -0.34 -0.08
H 0.01913 0.01653 5.40878 -0.04 0.00 -0.40
H 1.50063 0.15426 4.47054 -0.30 0.18 -0.04
H 0.37489 1.53482 4.60146 0.08 -0.32 -0.17
H -0.89732 -2.42796 1.96980 0.11 -0.13 0.15
H 0.70888 -2.33674 2.77871 -0.27 -0.06 0.00
H -0.78269 -2.45461 3.73927 0.14 0.06 -0.37
H 0.21045 1.69409 1.46269 0.07 -0.26 -0.31
H 1.49218 0.53522 1.68926 0.21 -0.13 0.04



50
Properties=species:S:1:pos:R:3:forces:R:3 method="wB97M-V/def2-TZVPD" homo_lumo_gap_ha=0.3343 total_charge=+1 e_lumo_ev=-3.45 homo_ha=-0.461
C 3.11844 0.45921 -0.80507 -0.47 -0.13 0.00
S 4.42202 1.43402 -0.06953 0.42 -0.37 -0.13
C 4.33358 3.01810 -0.95964 -0.09 0.15 -0.14
C 5.71530 3.58568 -1.25427 -0.06 0.10 0.13
C 6.65697 3.74602 -0.05545 0.17 0.07 -0.08
C 7.69439 2.63380 0.09521 0.00 -0.05 0.16
O 8.75522 3.03304 0.93692 0.05 0.04 -0.33
H 3.44623 0.15279 -1.79405 0.11 0.03 -0.04
H 2.97694 -0.42666 -0.18997 0.04 -0.04 0.01
H 2.19197 1.02484 -0.87447 -0.03 0.00 -0.03
H 3.85206 1.69335 1.11435 -0.13 0.24 0.04
H 3.80226 2.77232 -1.87886 -0.04 -0.03 -0.01
H 3.70418 3.69901 -0.39186 0.03 -0.02 0.15
H 6.19292 2.99855 -2.03937 0.04 -0.06 -0.01
H 5.51914 4.56672 -1.68771 0.00 0.01 -0.08
H 7.23231 4.66097 -0.19081 -0.02 0.06 0.04
H 6.10570 3.87293 0.88126 -0.09 0.05 0.02
H 8.13596 2.41215 -0.87614 0.03 0.03 -0.06
H 7.24731 1.70631 0.46525 -0.03 -0.09 -0.05
H 8.52559 2.87528 1.85068 -0.05 -0.03 0.31
O -0.12122 0.41617 -1.70260 0.24 0.04 -0.06
S -0.64086 -0.77137 -1.07855 -0.45 -0.09 0.39
O 0.05462 -2.00761 -1.26128 0.27 0.04 -0.08
O -2.15929 -0.94420 -1.46126 0.08 0.06 0.02
C -2.52494 -0.90280 -2.86778 -0.11 -0.04 -0.42
C -2.22956 -2.20533 -3.57937 0.12 -0.03 0.13
C -0.87123 -0.48014 0.64099 -0.07 0.05 0.01
H -2.02558 -0.05689 -3.34024 0.05 0.02 0.09
H -3.59302 -0.69821 -2.85949 0.00 0.02 0.12
H -1.15849 -2.38436 -3.65918 0.00 0.02 -0.01
H -2.64881 -2.17272 -4.58456 -0.03 0.03 0.00
H -2.67006 -3.04478 -3.04220 -0.05 0.00 -0.03
H -1.42837 0.44331 0.77177 -0.04 -0.02 0.00
H 0.11747 -0.39806 1.08807 0.02 -0.04 -0.02
H -1.41222 -1.31821 1.07210 -0.03 0.00 -0.01
O -4.28255 -0.79255 1.93251 0.07 0.13 0.11
S -5.57970 -1.28913 1.57145 -0.07 -0.33 -0.31
O -6.75704 -0.63435 2.04055 0.06 0.20 0.14
O -5.64958 -2.83175 1.92549 0.03 0.06 -0.07
C -5.29894 -3.22813 3.27553 0.06 -0.13 0.36
C -6.41929 -2.97729 4.26188 -0.06 0.12 -0.10
C -5.67594 -1.45340 -0.17749 0.04 -0.06 -0.07
H -4.37983 -2.71911 3.56813 -0.01 0.06 -0.07
H -5.08167 -4.29076 3.19513 -0.03 0.00 -0.11
H -6.59420 -1.91234 4.40577 0.02 0.00 0.00
H -6.16173 -3.41785 5.22496 0.02 -0.03 -0.01
H -7.34711 -3.42468 3.90745 0.01 -0.05 0.02
H -4.79660 -1.98640 -0.52993 0.01 0.00 0.02
H -5.70487 -0.44641 -0.58813 -0.01 0.03 0.05
H -6.58789 -1.98906 -0.42619 -0.02 0.01 0.01